Record 1
An isolated ion of composition C13H17N2 and charge +1 in a non-equilibrium geometry, computed with the ωB97M-V functional and the def2-TZVPD basis.

Values from the calculation:
HOMO energy (alpha / beta)   -10.43 / -10.43 eV
Energy relative to the best compared isomer or geometry (same formula, charge and spin)   5.356 eV
HOMO-LUMO gap (alpha / beta)   7.259 / 7.258 eV
LUMO (alpha / beta)   -3.168 / -3.171 eV
Charge   +1
Energy   -614.70218 hartree

Geometry as XYZ:
```
32
Properties=species:S:1:pos:R:3:forces:R:3:lowdin_charge:R:1
C -1.658 -2.343 -0.247 1.252 1.904 0.400 0.01
C -2.654 -1.374 -0.139 -1.952 -2.303 0.153 -0.03
C -0.358 -1.878 -0.161 -1.225 -0.913 -0.106 -0.13
C -0.139 -0.519 -0.076 -1.069 -0.309 -0.764 -0.10
C -1.135 0.464 -0.011 0.717 -2.233 -0.034 -0.14
C -2.431 -0.023 -0.014 -1.188 1.108 -0.658 -0.20
C 3.131 -1.681 0.345 3.750 1.357 1.831 0.04
C -0.668 1.847 0.097 -0.026 0.503 2.760 -0.10
C 0.966 -2.579 -0.005 -2.264 -0.981 1.928 -0.01
C 0.585 1.862 1.016 0.530 0.632 -3.909 0.00
C 1.254 -0.373 -0.187 -1.234 4.499 0.577 -0.18
C -3.584 1.011 -0.033 1.732 -2.454 -2.115 0.00
C 1.974 1.756 -1.164 0.737 1.147 1.413 0.04
N 1.884 -1.483 0.067 2.492 0.119 1.601 -0.12
N 1.653 1.059 0.141 1.856 -0.916 1.942 -0.04
H -1.867 -3.355 -0.395 -0.501 -1.428 0.009 0.10
H -3.686 -1.848 -0.071 1.121 1.277 -0.344 0.14
H 3.906 -0.866 0.572 -1.759 -0.435 -1.094 0.10
H 3.525 -2.504 0.912 -0.827 -1.051 -0.554 0.08
H -0.315 2.166 -0.833 -0.085 1.051 -1.510 0.09
H -1.420 2.523 0.526 0.214 -0.068 -0.417 0.14
H 0.902 -3.243 0.921 0.629 1.167 -0.871 0.19
H 1.355 -3.169 -0.757 0.118 -1.474 -1.923 0.13
H 1.044 2.870 1.088 -0.364 -0.701 0.273 0.15
H 0.482 1.342 1.910 -0.205 -0.744 1.652 0.12
H -4.515 0.481 0.020 -0.581 0.064 -0.316 0.08
H -3.410 1.480 0.858 -0.163 2.223 2.050 0.04
H -3.415 1.600 -0.965 -0.674 -0.049 0.969 0.11
H 3.070 1.935 -1.228 -0.783 -0.481 -0.211 0.12
H 1.561 1.045 -1.843 0.091 0.260 -1.243 0.10
H 1.481 2.749 -1.145 0.321 -0.700 -0.343 0.11
H 2.480 1.049 0.800 -0.658 -0.071 -1.146 0.18
```
Positions in Å, forces in eV/Å.

=====

Record 2
An isolated ion of composition C2H8N and charge +1 in a non-equilibrium geometry, computed with the ωB97M-V functional and the def2-TZVPD basis.

Values from the calculation:
HOMO energy   -17.06 eV
Energy relative to the best compared isomer or geometry (same formula, charge and spin)   1.890 eV
HOMO-LUMO gap   13.126 eV
LUMO   -3.933 eV
SMILES   CC[NH3+]
Charge   +1
Energy   -135.43135 hartree

Geometry as XYZ:
```
11
Properties=species:S:1:pos:R:3:forces:R:3:lowdin_charge:R:1
C 0.150 -0.352 -1.110 2.525 -4.659 0.142 -0.09
C 0.245 -0.405 0.406 1.265 -2.490 -0.058 -0.25
N -0.481 0.789 0.953 1.439 1.230 -1.220 0.19
H -0.825 -0.756 -1.288 -0.526 -0.252 -0.926 0.06
H 0.387 0.406 -1.834 0.466 0.837 0.493 0.08
H 1.012 -1.341 -1.264 -2.803 2.916 -0.348 0.20
H 1.350 -0.440 0.704 -1.829 0.445 0.297 0.15
H -0.243 -1.399 0.622 0.540 1.380 0.546 0.15
H 0.284 1.359 0.609 -0.203 1.579 0.269 0.16
H -0.651 1.127 1.898 -0.183 -0.973 0.462 0.18
H -1.229 1.013 0.303 -0.691 -0.014 0.342 0.16
```
Positions in Å, forces in eV/Å.

=====

Record 3
An isolated molecule of C6H4O, computed with the ωB97M-V functional and the def2-TZVPD basis.

Values from the calculation:
HOMO energy   -8.83 eV
Energy relative to the best compared isomer or geometry (same formula, charge and spin)   4.354 eV
HOMO-LUMO gap   8.608 eV
LUMO   -0.224 eV
SMILES   O=C/C=C\C1=C=C1
Charge   0
Energy   -306.05153 hartree

Geometry as XYZ:
```
11
Properties=species:S:1:pos:R:3:forces:R:3:lowdin_charge:R:1
O -0.576 1.457 1.387 0.495 -0.208 -0.041 0.04
C 0.559 1.088 1.162 -0.167 0.090 0.064 -0.27
C 1.018 0.585 -0.147 0.093 0.322 -0.257 -0.07
C 0.146 0.196 -1.096 0.300 0.269 0.042 -0.04
C -1.138 -0.253 -0.655 0.453 -0.342 0.307 -0.24
C -2.202 -0.658 0.210 -0.116 -0.164 -0.378 0.14
C -1.172 -1.512 -0.219 -0.771 -0.390 0.105 -0.02
H 1.327 1.135 1.957 -0.007 0.020 -0.077 0.12
H 2.082 0.470 -0.316 0.007 0.353 -0.086 0.10
H 0.445 -0.158 -2.080 0.114 0.229 0.108 0.13
H -0.490 -2.350 -0.204 -0.399 -0.178 0.212 0.12
```
Positions in Å, forces in eV/Å.

=====

Record 4
A 9-piece molecular cluster, C27H72O9 overall in a non-equilibrium geometry, computed with the ωB97M-V functional and the def2-TZVPD basis.

Values from the calculation:
HOMO energy   -9.80 eV
Energy relative to the best compared isomer or geometry (same formula, charge and spin)   4.670 eV
HOMO-LUMO gap   10.203 eV
LUMO   0.405 eV
SMILES   CC(C)O.CC(C)O.CC(C)O.CC(C)O.CC(C)O.CC(C)O.CC(C)O.CC(C)O.CC(C)O
Charge   0
Energy   -1748.91649 hartree

Geometry as XYZ:
```
108
Properties=species:S:1:pos:R:3:forces:R:3:lowdin_charge:R:1
C 0.530 3.098 4.479 -0.376 -0.171 -1.445 -0.05
C -0.621 2.304 5.020 -0.154 -2.397 1.688 -0.48
C -0.201 1.097 6.024 -0.784 0.391 -0.769 -0.02
O -1.542 3.127 5.665 -0.578 1.439 1.391 -0.06
H 0.095 3.875 3.850 0.045 0.346 0.101 0.07
H 1.019 2.452 3.751 0.628 -0.042 0.210 0.07
H 1.233 3.567 5.167 -0.214 -0.377 0.229 0.09
H -1.259 1.828 4.275 0.858 -0.315 -0.818 0.11
H -1.055 0.808 6.636 -0.211 0.671 0.250 0.06
H 0.648 1.274 6.684 0.005 0.331 -0.169 0.07
H -0.058 0.138 5.527 0.601 0.207 -0.657 0.05
H -2.396 3.112 5.228 0.141 -0.199 -0.086 0.06
C -3.354 3.863 2.685 -0.710 -0.761 0.145 -0.01
C -4.263 2.588 2.522 0.036 1.265 -0.245 -0.49
C -3.928 1.638 1.381 -0.460 0.769 -0.093 -0.03
O -4.184 1.795 3.652 0.909 -1.430 1.934 -0.05
H -3.348 4.522 1.817 0.099 -0.246 -0.082 0.05
H -2.349 3.578 2.997 0.184 -0.160 -0.481 0.06
H -3.707 4.471 3.517 -0.347 -0.003 0.070 0.08
H -5.313 2.876 2.489 -0.091 0.502 -0.765 0.13
H -4.018 2.166 0.431 0.285 -0.052 -0.115 0.06
H -4.686 0.855 1.377 0.214 -0.162 0.039 0.09
H -2.932 1.218 1.521 -0.034 0.020 -0.123 0.06
H -4.718 2.083 4.395 -0.108 0.315 -0.203 0.10
C -0.287 -0.686 1.993 -0.148 0.525 -0.734 -0.03
C 0.024 -0.796 0.502 -1.691 2.477 -0.499 -0.49
C -0.142 0.563 -0.287 -0.474 -1.120 1.008 -0.02
O 1.324 -1.211 0.397 1.835 -0.788 -0.625 -0.04
H 0.440 -0.026 2.466 0.262 -0.158 -0.003 0.08
H -0.186 -1.699 2.383 -0.365 0.150 0.561 0.08
H -1.249 -0.204 2.170 -0.271 -0.554 0.143 0.07
H -0.664 -1.480 0.004 -0.138 -0.439 0.065 0.12
H -1.203 0.814 -0.275 -0.125 0.117 0.235 0.06
H 0.079 0.485 -1.351 0.565 -0.094 0.183 0.05
H 0.400 1.353 0.232 0.182 0.071 -0.285 0.08
H 1.393 -2.009 0.926 0.431 -0.212 0.039 0.08
C -1.552 -3.949 -2.274 0.089 0.179 0.995 -0.06
C -2.619 -2.907 -2.558 -0.516 -1.529 -1.561 -0.48
C -2.045 -1.764 -3.362 0.040 1.038 1.098 -0.06
O -3.496 -3.452 -3.526 -1.056 -1.027 -2.011 -0.08
H -1.973 -4.937 -2.088 -0.162 0.000 -0.056 0.08
H -1.018 -3.674 -1.364 0.341 0.009 0.021 0.06
H -0.852 -4.018 -3.106 -0.075 0.045 -0.021 0.08
H -3.401 -2.812 -1.805 1.269 1.344 1.336 0.14
H -2.829 -1.041 -3.588 0.104 0.100 0.016 0.09
H -1.646 -2.128 -4.308 -0.122 -0.292 0.105 0.09
H -1.227 -1.270 -2.837 -0.050 0.123 0.082 0.06
H -4.027 -4.158 -3.151 0.039 -0.080 0.080 0.09
C -3.613 5.516 -1.003 -0.687 0.576 1.273 -0.06
C -2.174 5.187 -0.711 -1.465 1.889 -0.812 -0.54
C -1.860 3.922 -1.314 1.453 -2.788 -0.766 -0.08
O -1.408 6.222 -1.299 1.321 0.550 0.617 -0.04
H -4.250 4.786 -0.504 -0.343 -0.062 -0.379 0.07
H -3.798 5.594 -2.074 0.001 -0.483 -0.082 0.09
H -3.874 6.496 -0.602 -0.010 0.071 0.165 0.09
H -1.916 5.105 0.345 -0.200 0.637 0.075 0.13
H -2.545 3.112 -1.064 -0.048 0.046 0.332 0.07
H -0.874 3.667 -0.927 0.210 -0.543 -0.419 0.09
H -1.830 3.926 -2.404 0.051 0.319 -0.088 0.09
H -1.777 6.495 -2.142 -0.198 -0.215 -0.002 0.09
C 1.899 -4.947 -0.631 -0.460 -0.091 1.124 -0.06
C 2.095 -4.522 -2.081 1.707 -0.023 1.288 -0.49
C 3.438 -3.853 -2.244 0.742 1.525 0.373 -0.06
O 2.157 -5.710 -2.844 -1.102 -0.008 -0.769 -0.03
H 2.041 -4.203 0.153 0.151 0.682 -0.356 0.05
H 2.560 -5.747 -0.298 0.113 -0.200 -0.537 0.09
H 0.876 -5.280 -0.457 -0.143 -0.293 -0.203 0.07
H 1.265 -3.856 -2.317 0.082 -0.023 -0.568 0.11
H 4.280 -4.430 -1.861 -0.260 -0.444 0.091 0.09
H 3.469 -2.909 -1.700 -0.163 -0.017 0.359 0.05
H 3.760 -3.499 -3.224 -0.593 -0.516 -0.476 0.08
H 1.275 -5.776 -3.216 -0.005 -0.620 -0.303 0.08
C 2.269 -3.954 3.380 0.535 0.226 -0.947 -0.07
C 2.006 -3.963 4.840 0.852 -0.858 1.843 -0.53
C 3.247 -3.956 5.762 0.773 0.039 0.045 -0.05
O 1.302 -2.799 5.061 -1.264 2.084 0.022 -0.06
H 3.070 -4.605 3.031 -0.355 -0.459 0.120 0.09
H 2.605 -2.959 3.088 -0.054 0.242 0.104 0.08
H 1.309 -4.134 2.895 0.209 -0.217 -0.374 0.08
H 1.333 -4.787 5.080 0.238 -0.542 0.120 0.13
H 3.122 -3.658 6.803 -1.067 0.105 0.072 0.07
H 3.950 -3.191 5.431 0.121 -0.065 -0.460 0.08
H 3.800 -4.884 5.905 -0.115 -0.290 -0.704 0.07
H 1.044 -2.685 5.978 0.097 -0.226 0.090 0.10
C 3.611 1.837 -1.101 -0.951 0.203 0.272 -0.05
C 3.302 0.780 -2.139 0.886 0.809 -0.930 -0.49
C 4.285 0.948 -3.320 0.830 -0.949 -0.856 -0.06
O 3.339 -0.525 -1.608 0.631 -0.201 -0.931 -0.04
H 4.393 1.519 -0.412 0.274 0.237 -0.308 0.09
H 2.720 2.029 -0.505 -0.098 -0.152 0.286 0.06
H 3.779 2.784 -1.615 0.533 0.026 0.200 0.08
H 2.361 1.039 -2.625 -0.614 -0.305 0.356 0.10
H 4.275 1.901 -3.848 -0.456 0.476 0.671 0.07
H 4.140 0.280 -4.170 -0.714 -0.565 0.192 0.06
H 5.343 0.758 -3.139 0.079 0.085 0.842 0.08
H 2.728 -0.683 -0.884 -0.498 0.404 0.227 0.05
C -0.049 1.000 -4.069 1.308 -1.947 -1.190 -0.05
C 0.604 1.225 -5.502 0.181 -0.406 3.284 -0.53
C 0.965 0.025 -6.270 -0.300 -1.688 -0.679 -0.06
O -0.425 1.908 -6.093 -0.630 1.770 -2.101 -0.04
H -1.040 0.617 -4.310 -0.239 0.562 0.159 0.07
H -0.053 1.872 -3.415 0.025 -0.071 -0.107 0.07
H 0.400 0.113 -3.620 0.467 0.308 0.667 0.05
H 1.537 1.787 -5.457 0.019 0.631 0.332 0.13
H 1.325 0.335 -7.251 -0.092 -0.130 -0.093 0.09
H 0.122 -0.657 -6.388 -0.363 0.162 -0.295 0.08
H 1.714 -0.634 -5.831 0.323 0.504 0.336 0.08
H -0.462 2.695 -5.545 -0.627 0.407 -0.379 0.09
```
Positions in Å, forces in eV/Å.

=====

Record 5
An isolated molecule of C7H12O in a non-equilibrium geometry, computed with the ωB97M-V functional and the def2-TZVPD basis.

Values from the calculation:
HOMO energy   -9.61 eV
Energy relative to the best compared isomer or geometry (same formula, charge and spin)   1.319 eV
HOMO-LUMO gap   10.464 eV
LUMO   0.858 eV
SMILES   C=C[C@H](C)[C@H](C)C=O
Charge   0
Energy   -349.10017 hartree

Geometry as XYZ:
```
20
Properties=species:S:1:pos:R:3:forces:R:3:lowdin_charge:R:1
C 1.319 0.487 -2.130 -0.168 0.452 0.602 0.01
C 0.995 1.136 -1.005 0.183 -0.492 -0.904 -0.15
C 0.463 0.495 0.265 0.211 0.780 -0.216 -0.33
C 1.564 -0.271 1.014 0.424 -0.367 0.626 -0.05
C -0.918 -0.184 0.021 -0.021 -0.149 0.426 -0.28
C -2.010 0.359 0.962 -0.659 0.196 -0.003 -0.06
C -1.005 -1.706 0.007 1.627 -0.716 -0.839 -0.21
O -0.074 -2.486 -0.145 -1.317 1.110 0.275 0.03
H 1.240 -0.592 -2.210 -0.017 0.026 0.006 0.07
H 1.679 1.035 -2.996 -0.016 -0.123 0.091 0.05
H 1.102 2.220 -0.982 0.035 -0.138 -0.016 0.10
H 0.274 1.371 0.903 -0.312 -0.348 -0.132 0.11
H 1.649 0.108 2.039 -0.005 -0.033 -0.137 0.07
H 1.399 -1.343 1.105 -0.065 0.099 -0.222 0.06
H 2.549 -0.136 0.549 -0.314 0.009 0.013 0.08
H -1.258 0.086 -0.990 0.293 -0.147 0.053 0.14
H -2.830 0.772 0.360 0.049 -0.100 0.288 0.08
H -2.442 -0.415 1.604 0.073 0.079 -0.014 0.07
H -1.661 1.171 1.606 0.077 -0.224 -0.117 0.08
H -2.036 -2.106 0.025 -0.075 0.082 0.220 0.13
```
Positions in Å, forces in eV/Å.

=====

Record 6
A 2-piece molecular cluster, C6H13O2 overall in a non-equilibrium geometry, computed with the ωB97M-V functional and the def2-TZVPD basis.

Values from the calculation:
HOMO energy   -3.84 eV
Energy relative to the best compared isomer or geometry (same formula, charge and spin)   0.902 eV
HOMO-LUMO gap   7.283 eV
LUMO   3.438 eV
Charge   -1
Energy   -386.92637 hartree

Geometry as XYZ:
```
21
Properties=species:S:1:pos:R:3:forces:R:3:lowdin_charge:R:1
C -0.232 0.487 -1.660 -2.963 0.634 0.147 -0.19
C -1.233 -0.389 -2.472 0.883 -0.064 0.177 -0.13
C 0.598 1.328 -2.660 0.296 0.541 -0.169 -0.76
O 0.733 2.537 -2.370 0.100 0.030 0.283 -0.10
O 0.988 0.760 -3.708 -0.008 -0.314 0.292 -0.10
H -0.896 1.162 -1.053 0.868 -0.058 -0.404 0.10
H 0.249 -0.100 -0.896 0.927 -0.216 -0.358 0.04
H -0.596 -0.723 -3.277 0.064 -0.938 -0.306 0.04
H -1.961 0.219 -3.021 -0.243 0.011 0.585 0.07
H -1.690 -1.221 -1.890 0.138 0.566 -0.473 0.06
C 0.966 -0.159 2.156 -1.248 -0.081 -0.636 -0.32
C -0.203 0.526 2.878 0.159 0.124 -1.240 -0.12
C 0.462 -1.368 1.387 1.459 -0.936 -1.226 -0.15
H 1.397 0.479 1.368 0.135 0.198 0.718 0.11
H 1.704 -0.486 2.868 0.556 0.033 0.210 0.08
H 0.145 1.357 3.488 -0.258 -0.100 0.325 0.06
H -0.833 -0.207 3.388 0.301 0.144 0.465 0.06
H -0.020 -2.129 1.995 -0.317 0.072 0.082 0.06
H -0.087 -1.144 0.460 -0.464 0.124 0.911 0.04
H -0.847 0.926 2.087 -0.023 0.217 0.172 0.07
H 1.354 -1.858 0.930 -0.363 0.011 0.446 0.08
```
Positions in Å, forces in eV/Å.